# 1
Density functional theory data (ωB97M-V/def2-TZVPD) for 2 unconnected molecules or ions with the total composition C4H9F2N in a non-equilibrium geometry.

Structure (XYZ):
```
16
Properties=species:S:1:pos:R:3:forces:R:3:nbo_charge:R:1
F 2.7985 0.8485 0.9601 0.60 -0.30 1.15 -0.37
F 3.0268 -0.3868 -0.8474 -1.05 1.02 0.08 -0.35
N -1.0442 -1.0518 -0.0208 1.88 -0.51 2.95 -0.39
C -0.9189 0.1560 0.5595 -3.52 0.06 -5.49 -0.15
C -0.4566 -2.1786 0.4257 -2.33 -0.58 -2.41 -0.39
C -1.6560 1.2288 -0.2607 -0.52 -0.24 0.55 -0.65
C 2.2780 0.6273 -0.2792 3.05 1.64 0.25 0.42
H -0.5005 -3.1573 0.0033 -1.06 -0.09 -0.95 0.19
H -1.0557 2.0887 -0.5781 0.16 -0.31 -0.22 0.21
H -2.2887 0.8569 -1.1410 1.04 0.34 1.24 0.20
H 0.3820 -2.1414 0.9620 2.96 1.08 2.54 0.17
H -2.3257 1.6268 0.4859 -0.79 0.66 -0.16 0.22
H 1.2955 0.3857 -0.0545 -1.96 -0.96 -0.78 0.15
H -0.2534 0.5011 1.2276 2.28 0.11 2.53 0.19
H -1.7450 -1.0544 -0.7312 -0.30 -0.48 -0.42 0.41
H 2.4638 1.6504 -0.7112 -0.45 -1.43 -0.85 0.13
```
Forces are in eV/Å.

E_tot in eV: -11215.115
Orbital gap (alpha / beta) in eV: 7.7 / 7.6
E_HOMO (alpha / beta) in eV: -6.78 / -6.73
Relative energy (zero: lowest compared OMol25 entry of this formula, charge and spin) in kJ/mol: 361.50
Max |F| in Eh/bohr: 0.127


# 2
Density functional theory data (ωB97M-V/def2-TZVPD) for C2H4N4 in the gas phase.

Structure (XYZ):
```
10
Properties=species:S:1:pos:R:3:forces:R:3:nbo_charge:R:1
N -1.4784 -0.0217 1.4007 0.14 0.08 -0.04 -0.23
N 0.8026 -0.3657 -1.3508 0.02 0.07 -0.04 -0.83
N 0.4914 0.5857 0.8979 0.10 -0.07 -0.09 -0.36
N -0.4469 0.6068 1.8607 -0.13 -0.07 -0.14 -0.07
C 0.0693 -0.1043 -0.1949 -0.23 0.00 0.27 0.26
C -1.2055 -0.4800 0.1490 0.08 -0.06 -0.06 -0.16
H 0.4975 0.1530 -2.1615 0.05 -0.03 0.05 0.39
H -1.9066 -1.0650 -0.4273 0.06 0.10 0.12 0.22
H 1.8045 -0.3526 -1.2505 0.00 0.08 0.03 0.38
H 1.3722 1.0438 1.0767 -0.09 -0.11 -0.11 0.41
```
Forces are in eV/Å.

E_tot in eV: -8098.176
Orbital gap in eV: 9.7
SMILES: Nc1cnn[nH]1
E_HOMO in eV: -9.05
Relative energy (zero: lowest compared OMol25 entry of this formula, charge and spin) in kJ/mol: 109.82
Max |F| in Eh/bohr: 0.007